Model a:
Formula: C5H7N
Source: the OMol25 dataset
Level of theory: the ωB97M-V functional and the def2-TZVPD basis

* LUMO (alpha / beta): 0.17 / -0.08 eV
* charge: 0
* gap between HOMO and LUMO (alpha / beta): 8.7 / 7.3 eV

Each line ends with the Löwdin charge.
Atoms and positions in Å:
C (-0.147, 1.284, 0.227)  -0.15
C (0.898, 0.625, 1.098)  -0.03
C (0.756, -0.711, 0.644)  -0.26
C (-0.722, -0.106, -0.101)  -0.17
C (-0.361, -0.851, -1.343)  -0.23
N (1.007, -0.819, -0.819)  0.04
H (0.170, 1.869, -0.646)  0.11
H (-0.846, 1.891, 0.828)  0.11
H (1.307, 1.002, 2.039)  0.10
H (0.859, -1.612, 1.270)  0.13
H (-1.571, -0.424, 0.512)  0.13
H (-0.480, -0.311, -2.295)  0.11
H (-0.868, -1.837, -1.413)  0.11


Model b:
Formula: C5H7N
Source: the OMol25 dataset
Level of theory: the ωB97M-V functional and the def2-TZVPD basis

* LUMO: 0.56 eV
* structure (SMILES): [H]/N=C\C#C.C=C
* charge: 0
* gap between HOMO and LUMO: 10.8 eV

Each line ends with the Löwdin charge.
Atoms and positions in Å:
H (1.477, 2.850, 0.842)  0.05
N (0.668, 2.739, 0.225)  0.10
C (0.588, 1.535, -0.178)  -0.28
C (1.499, 0.465, 0.169)  -0.13
C (2.264, -0.425, 0.450)  0.12
H (-0.238, 1.264, -0.837)  0.09
H (2.953, -1.202, 0.703)  0.03
C (-1.600, -1.216, 0.618)  -0.08
C (-1.468, -1.176, -0.703)  -0.10
H (-0.744, -1.376, 1.269)  0.04
H (-2.566, -1.091, 1.102)  0.05
H (-0.498, -1.317, -1.177)  0.04
H (-2.315, -0.999, -1.362)  0.05


Model c:
Formula: C5H7N
Source: the OMol25 dataset
Level of theory: the ωB97M-V functional and the def2-TZVPD basis

* LUMO: 1.04 eV
* structure (SMILES): CC=C=C1CN1
* charge: 0
* gap between HOMO and LUMO: 9.8 eV

Each line ends with the Löwdin charge.
Atoms and positions in Å:
C (2.355, -0.623, 0.412)  -0.11
C (0.971, -1.195, 0.254)  -0.17
C (-0.102, -0.503, -0.034)  0.02
C (-1.163, 0.191, -0.288)  -0.29
C (-2.267, 1.054, 0.101)  -0.11
N (-2.014, 0.669, -1.308)  0.05
H (2.733, -0.808, 1.424)  0.07
H (2.365, 0.456, 0.231)  0.07
H (3.054, -1.099, -0.284)  0.07
H (0.872, -2.272, 0.402)  0.10
H (-2.027, 2.069, 0.420)  0.10
H (-3.181, 0.642, 0.522)  0.10
H (-1.594, 1.419, -1.851)  0.10


Model d:
Formula: C5H7N
Source: the OMol25 dataset
Level of theory: the ωB97M-V functional and the def2-TZVPD basis

* LUMO: 0.98 eV
* structure (SMILES): CC1C=C1.C#N
* charge: 0
* gap between HOMO and LUMO: 10.0 eV

Each line ends with the Löwdin charge.
Atoms and positions in Å:
C (-2.350, -0.201, -0.164)  -0.10
C (-0.880, 0.106, -0.356)  -0.34
C (0.004, 0.426, 0.812)  -0.04
C (0.151, -0.760, 0.302)  -0.05
H (-2.956, 0.689, -0.331)  0.06
H (-2.535, -0.568, 0.843)  0.07
H (-2.666, -0.969, -0.869)  0.07
H (-0.658, 0.553, -1.325)  0.11
H (0.279, 1.155, 1.535)  0.08
H (0.611, -1.716, 0.296)  0.08
C (3.681, 0.450, -0.251)  -0.06
N (3.089, -0.504, -0.066)  0.08
H (4.231, 1.338, -0.427)  0.05


Winner for stability: model c


Model a:
Formula: C5H7N
Source: the OMol25 dataset
Level of theory: the ωB97M-V functional and the def2-TZVPD basis

* LUMO: 0.86 eV
* structure (SMILES): CC=C=N.C#C
* charge: 0
* gap between HOMO and LUMO: 9.9 eV

Each line ends with the Löwdin charge.
Atoms and positions in Å:
C (-2.678, -0.197, 0.381)  -0.11
C (-1.498, 0.730, 0.522)  -0.16
C (-0.542, 0.837, -0.366)  -0.19
N (0.410, 0.865, -1.151)  0.12
H (-3.609, 0.367, 0.255)  0.07
H (-2.563, -0.859, -0.482)  0.07
H (-2.786, -0.822, 1.274)  0.07
H (-1.425, 1.367, 1.400)  0.10
H (0.310, 1.545, -1.906)  0.08
C (4.093, -1.260, 0.254)  -0.02
C (3.123, -0.698, -0.186)  -0.01
H (4.953, -1.757, 0.645)  0.01
H (2.253, -0.199, -0.577)  -0.03


Model b:
Formula: C5H7N
Source: the OMol25 dataset
Level of theory: the ωB97M-V functional and the def2-TZVPD basis

* LUMO: 1.03 eV
* structure (SMILES): Cc1ccc[nH]1
* charge: 0
* gap between HOMO and LUMO: 8.9 eV

Each line ends with the Löwdin charge.
Atoms and positions in Å:
C (-0.804, -1.496, 0.160)  -0.07
C (0.413, -0.703, -0.372)  -0.30
C (0.882, -0.065, 0.764)  -0.12
C (0.689, 1.315, 0.646)  -0.09
C (0.257, 1.531, -0.649)  -0.11
N (0.111, 0.333, -1.263)  0.03
H (-1.560, -1.550, -0.617)  0.06
H (-0.559, -2.483, 0.549)  0.07
H (-1.262, -0.926, 0.991)  0.08
H (1.107, -0.637, 1.654)  0.11
H (0.693, 2.032, 1.452)  0.09
H (0.041, 2.454, -1.165)  0.11
H (-0.002, 0.223, -2.262)  0.15


Winner for stability: model b


Model a:
Formula: C5H7N
Source: the OMol25 dataset
Level of theory: the ωB97M-V functional and the def2-TZVPD basis

* LUMO: 0.94 eV
* structure (SMILES): C[C@@H]1C[C@H]1C#N
* charge: 0
* gap between HOMO and LUMO: 11.7 eV

Each line ends with the Löwdin charge.
Atoms and positions in Å:
C (-0.950, 1.316, 0.688)  -0.07
C (-0.455, 0.187, -0.177)  -0.32
C (-0.005, -1.136, 0.451)  -0.07
C (0.952, -0.239, -0.281)  -0.29
C (1.467, -0.700, -1.576)  -0.18
N (1.791, -1.234, -2.576)  0.13
H (-0.262, 1.484, 1.493)  0.06
H (-1.030, 2.349, 0.226)  0.10
H (-1.938, 0.968, 1.089)  0.09
H (-1.111, -0.032, -1.031)  0.15
H (-0.398, -2.047, -0.136)  0.14
H (0.204, -1.163, 1.518)  0.11
H (1.736, 0.247, 0.313)  0.15


Model b:
Formula: C5H7N
Source: the OMol25 dataset
Level of theory: the ωB97M-V functional and the def2-TZVPD basis

* LUMO: 1.05 eV
* structure (SMILES): C=C1CC=CN1
* charge: 0
* gap between HOMO and LUMO: 8.4 eV

Each line ends with the Löwdin charge.
Atoms and positions in Å:
C (2.000, -0.157, 0.432)  -0.02
C (0.670, -0.100, 0.268)  -0.41
C (-0.158, 1.093, -0.113)  -0.12
C (-1.587, 0.641, -0.065)  -0.09
C (-1.546, -0.699, -0.067)  -0.13
N (-0.220, -1.142, -0.031)  0.04
H (2.536, -1.039, 0.105)  0.04
H (2.560, 0.772, 0.508)  0.05
H (0.429, 0.763, -1.050)  0.16
H (0.100, 2.123, 0.134)  0.12
H (-2.479, 1.259, -0.068)  0.09
H (-2.352, -1.420, -0.161)  0.11
H (0.049, -2.096, 0.110)  0.14


Winner for stability: model a


Model a:
Formula: C2H7N2O2
Source: the OMol25 dataset
Level of theory: the ωB97M-V functional and the def2-TZVPD basis

* LUMO: 4.19 eV
* charge: -1
* gap between HOMO and LUMO: 8.4 eV

Each line ends with the Löwdin charge.
Atoms and positions in Å:
N (0.968, 0.412, 0.595)  -0.01
C (0.072, -0.256, 1.525)  -0.39
N (0.252, -1.724, 1.513)  -0.03
H (1.149, 1.354, 0.918)  0.05
H (0.537, 0.496, -0.330)  0.02
H (-0.989, -0.068, 1.334)  0.09
H (0.297, 0.092, 2.533)  0.09
H (1.118, -1.825, 2.036)  0.03
H (0.573, -2.024, 0.594)  0.05
O (-1.164, 2.125, -2.469)  -0.13
C (-1.002, 0.916, -2.707)  -0.66
O (-0.816, 0.015, -1.818)  -0.19
H (-0.996, 0.485, -3.723)  0.08


Model b:
Formula: C2H7N2O2
Source: the OMol25 dataset
Level of theory: the ωB97M-V functional and the def2-TZVPD basis

* LUMO: 4.29 eV
* charge: -1
* gap between HOMO and LUMO: 8.7 eV

Each line ends with the Löwdin charge.
Atoms and positions in Å:
N (-0.468, -0.965, -1.007)  0.00
C (-1.113, -1.166, 0.293)  -0.40
N (-1.090, -0.023, 1.181)  -0.01
H (0.279, -1.645, -1.106)  0.05
H (0.068, -0.089, -0.970)  0.01
H (-0.640, -1.999, 0.829)  0.09
H (-2.148, -1.486, 0.151)  0.08
H (-1.465, 0.779, 0.684)  0.06
H (-0.126, 0.229, 1.370)  0.05
O (2.573, 0.917, -0.895)  -0.14
C (1.668, 1.595, -0.371)  -0.71
O (0.548, 1.906, -0.830)  -0.15
H (1.914, 1.947, 0.673)  0.09


Winner for stability: model b


Model a:
Formula: C6H15NO2
Source: the OMol25 dataset
Level of theory: the ωB97M-V functional and the def2-TZVPD basis

* LUMO (alpha / beta): 0.77 / -0.73 eV
* charge: 0
* gap between HOMO and LUMO (alpha / beta): 8.6 / 5.8 eV

Each line ends with the Löwdin charge.
Atoms and positions in Å:
C (-0.793, 0.968, -1.337)  -0.25
C (-0.391, 0.425, 2.175)  -0.17
C (1.825, 0.914, 1.434)  -0.16
C (0.529, 1.296, -1.896)  -0.08
N (0.511, 0.467, 1.057)  -0.19
O (-1.700, 0.333, -2.080)  0.02
H (-1.257, -0.209, -2.753)  0.12
H (-1.228, 1.503, -0.510)  0.11
H (-0.018, -0.185, 3.018)  0.08
H (-1.356, 0.009, 1.863)  0.07
H (-0.589, 1.429, 2.592)  0.08
H (2.495, 0.892, 0.571)  0.07
H (1.819, 1.946, 1.830)  0.08
H (2.282, 0.291, 2.224)  0.08
H (0.410, 1.794, -2.867)  0.09
H (1.075, 1.935, -1.208)  0.07
H (1.110, 0.379, -2.070)  0.08
C (-1.126, -2.438, -0.053)  -0.05
C (-0.115, -1.500, -0.674)  -0.34
O (0.476, -1.782, -1.701)  -0.01
H (0.184, -0.522, 0.038)  0.06
H (-2.101, -1.942, -0.037)  0.08
H (-1.194, -3.377, -0.605)  0.08
H (-0.851, -2.627, 0.988)  0.07


Model b:
Formula: C6H15NO2
Source: the OMol25 dataset
Level of theory: the ωB97M-V functional and the def2-TZVPD basis

* LUMO (alpha / beta): 0.71 / 0.70 eV
* charge: 0
* gap between HOMO and LUMO (alpha / beta): 7.4 / 7.9 eV

Each line ends with the Löwdin charge.
Atoms and positions in Å:
C (0.336, -0.312, 0.974)  -0.65
C (2.182, -0.502, -0.799)  -0.10
C (-1.956, 0.212, 1.387)  -0.10
C (-0.684, -1.252, -0.970)  -0.10
C (2.322, 0.598, -1.798)  -0.18
C (-2.544, 1.346, 0.616)  -0.18
N (-0.056, -0.161, -0.247)  0.01
O (0.468, -1.500, 1.592)  0.11
O (0.959, 0.679, 1.644)  0.09
H (1.088, -1.410, 2.327)  0.13
H (0.677, 1.526, 1.272)  0.13
H (2.077, -1.512, -1.181)  0.05
H (2.834, -0.460, 0.069)  0.06
H (-2.410, -0.765, 1.257)  0.06
H (-1.671, 0.422, 2.414)  0.06
H (-1.703, -0.960, -1.231)  0.07
H (-0.716, -2.196, -0.422)  0.08
H (-0.154, -1.419, -1.909)  0.07
H (1.531, 0.559, -2.552)  0.06
H (2.276, 1.583, -1.323)  0.06
H (3.279, 0.552, -2.343)  0.07
H (-2.697, 1.087, -0.435)  0.06
H (-1.906, 2.234, 0.650)  0.06
H (-3.529, 1.650, 1.006)  0.07


Model c:
Formula: C6H15NO2
Source: the OMol25 dataset
Level of theory: the ωB97M-V functional and the def2-TZVPD basis

* LUMO: 0.71 eV
* structure (SMILES): CCC(C)=O.NCCO
* charge: 0
* gap between HOMO and LUMO: 9.4 eV

Each line ends with the Löwdin charge.
Atoms and positions in Å:
C (-1.649, 1.221, 1.467)  -0.09
C (-1.817, 0.608, 0.080)  -0.18
C (-1.057, -0.694, -0.099)  -0.45
C (-1.443, -1.491, -1.323)  -0.01
O (-0.413, -1.212, 0.806)  0.03
H (-0.615, 1.544, 1.633)  0.07
H (-1.907, 0.496, 2.244)  0.08
H (-2.298, 2.088, 1.573)  0.07
H (-2.873, 0.399, -0.109)  0.12
H (-1.496, 1.307, -0.692)  0.12
H (-2.232, -2.186, -1.041)  0.10
H (-1.810, -0.861, -2.127)  0.08
H (-0.597, -2.086, -1.667)  0.09
N (1.946, 0.266, 1.431)  -0.02
C (2.091, 0.918, 0.183)  -0.23
C (1.642, -0.050, -1.127)  -0.24
O (1.911, -1.400, -0.871)  -0.09
H (2.614, -0.485, 1.527)  0.07
H (1.006, -0.132, 1.543)  0.04
H (3.142, 1.179, 0.034)  0.10
H (1.468, 1.815, 0.138)  0.09
H (2.351, 0.267, -1.896)  0.10
H (0.671, 0.163, -1.589)  0.08
H (1.365, -1.677, -0.116)  0.06


Winner for stability: model c


Model a:
Formula: C6H15NO2
Source: the OMol25 dataset
Level of theory: the ωB97M-V functional and the def2-TZVPD basis

* LUMO: 1.00 eV
* structure (SMILES): CC[C@@H](C)ON.CC=O
* charge: 0
* gap between HOMO and LUMO: 10.6 eV

Each line ends with the Löwdin charge.
Atoms and positions in Å:
C (-1.869, -0.375, 1.527)  -0.10
C (-0.560, -0.307, 0.754)  -0.22
C (-0.352, 1.018, 0.010)  -0.43
C (-1.409, 1.274, -1.057)  -0.03
O (-0.371, 2.140, 0.888)  -0.19
N (0.836, 2.213, 1.653)  0.04
H (-1.903, 0.419, 2.272)  0.07
H (-2.729, -0.261, 0.870)  0.06
H (-1.951, -1.335, 2.036)  0.07
H (0.270, -0.439, 1.452)  0.10
H (-0.527, -1.105, 0.016)  0.09
H (0.637, 0.987, -0.470)  0.12
H (-1.312, 0.532, -1.844)  0.07
H (-2.408, 1.238, -0.633)  0.07
H (-1.255, 2.265, -1.473)  0.08
H (1.279, 3.092, 1.388)  0.08
H (0.550, 2.292, 2.618)  0.08
C (1.897, -2.491, -1.079)  -0.06
C (1.789, -1.227, -1.869)  -0.33
O (0.809, -0.832, -2.436)  0.04
H (2.414, -2.303, -0.137)  0.08
H (2.505, -3.192, -1.664)  0.09
H (0.919, -2.940, -0.900)  0.08
H (2.739, -0.661, -1.922)  0.12


Model b:
Formula: C6H15NO2
Source: the OMol25 dataset
Level of theory: the ωB97M-V functional and the def2-TZVPD basis

* LUMO: 0.65 eV
* structure (SMILES): CCCN(C)CC=O.O
* charge: 0
* gap between HOMO and LUMO: 9.2 eV

Each line ends with the Löwdin charge.
Atoms and positions in Å:
C (1.900, 1.632, 1.758)  -0.07
C (1.125, 0.710, 0.788)  -0.25
C (0.502, -0.478, 1.451)  -0.17
N (-0.813, -0.886, 0.683)  -0.20
C (-1.640, 0.261, 0.279)  -0.13
C (-0.547, -2.009, -0.240)  -0.16
C (-0.410, -1.882, -1.808)  -0.22
O (0.466, -2.418, -2.464)  0.04
H (2.559, 2.331, 1.436)  0.04
H (1.093, 2.205, 2.162)  0.08
H (2.451, 1.314, 2.457)  0.00
H (1.835, 0.493, -0.051)  0.12
H (0.145, 1.158, 0.304)  0.07
H (1.221, -1.362, 1.419)  0.13
H (0.194, -0.342, 2.516)  0.12
H (-2.304, 0.351, 1.202)  0.10
H (-1.128, 1.316, 0.162)  0.08
H (-2.233, 0.340, -0.652)  0.08
H (-1.440, -2.676, -0.017)  0.13
H (0.279, -2.682, 0.124)  0.12
H (-1.211, -1.375, -2.347)  0.10
O (-0.937, 1.250, -3.314)  0.05
H (-0.161, 1.722, -3.372)  0.01
H (-0.944, 1.027, -2.475)  -0.09


Model c:
Formula: C6H15NO2
Source: the OMol25 dataset
Level of theory: the ωB97M-V functional and the def2-TZVPD basis

* LUMO (alpha / beta): 0.50 / 0.50 eV
* charge: 0
* gap between HOMO and LUMO (alpha / beta): 8.0 / 8.0 eV

Each line ends with the Löwdin charge.
Atoms and positions in Å:
C (1.677, 0.312, -0.636)  -0.01
C (1.438, 1.288, -1.738)  -0.13
O (0.605, 1.464, 0.828)  -0.30
H (0.838, 2.372, 1.086)  -0.01
H (1.778, -0.719, -0.957)  0.06
H (2.434, 0.562, 0.089)  0.08
H (2.110, 1.066, -2.579)  0.08
H (1.590, 2.314, -1.412)  0.07
H (0.420, 1.211, -2.124)  0.07
C (-0.830, -1.095, -1.285)  -0.05
C (-1.933, 0.548, 0.995)  -0.04
C (-0.118, -0.950, 0.025)  -0.41
C (-0.703, -0.300, 1.123)  -0.34
N (-0.379, -0.721, 2.376)  0.14
O (0.703, -2.059, 0.348)  -0.04
H (0.168, -2.863, 0.316)  0.11
H (-0.503, -0.043, 3.111)  0.11
H (0.487, -1.236, 2.435)  0.10
H (-0.112, -1.310, -2.082)  0.08
H (-1.550, -1.927, -1.265)  0.09
H (-1.378, -0.195, -1.557)  0.07
H (-1.880, 1.173, 0.111)  0.08
H (-2.819, -0.096, 0.936)  0.09
H (-2.042, 1.204, 1.858)  0.08


Model d:
Formula: C6H15NO2
Source: the OMol25 dataset
Level of theory: the ωB97M-V functional and the def2-TZVPD basis

* LUMO (alpha / beta): 0.84 / 0.80 eV
* charge: 0
* gap between HOMO and LUMO (alpha / beta): 7.6 / 7.5 eV

Each line ends with the Löwdin charge.
Atoms and positions in Å:
C (1.475, 0.282, 0.450)  -0.48
C (0.660, -1.196, -0.888)  -0.13
C (2.720, 0.779, -0.244)  -0.08
C (0.629, 1.402, 1.017)  -0.06
N (-0.066, -2.368, -0.946)  -0.05
O (1.772, -0.712, 1.459)  -0.09
H (2.202, -0.250, 2.199)  0.09
H (-0.137, -2.790, -0.002)  0.10
H (0.075, -2.888, -1.805)  0.07
H (-0.025, -0.655, -0.227)  0.06
H (1.335, -1.351, -1.743)  0.11
H (1.198, 2.034, 1.717)  0.09
H (2.458, 1.475, -1.042)  0.08
H (3.371, 1.315, 0.465)  0.08
H (3.305, -0.037, -0.677)  0.08
H (-0.248, 1.014, 1.538)  0.07
H (0.208, 1.997, 0.206)  0.08
C (-3.341, 0.253, 0.341)  -0.06
C (-2.568, 0.390, -0.931)  -0.34
O (-2.216, 1.331, -1.609)  0.03
H (-2.216, -0.616, -1.260)  0.10
H (-4.376, 0.086, 0.042)  0.09
H (-2.911, -0.588, 0.903)  0.08
H (-3.304, 1.094, 1.035)  0.08


Winner for stability: model a